C4H8O2 | ωB97M-V with the def2-TZVPD basis set

```
! wB97M-V def2-TZVPD RIJCOSX def2/J DEFGRID3
* xyz 0 1
O -0.74 -0.74 2.02
C -1.02 -0.95 0.65
C -0.05 -0.26 -0.23
C 1.43 -0.29 -0.50
O 1.19 0.59 -1.65
C -0.14 0.53 -1.30
H -1.31 -1.34 2.52
H -2.03 -0.60 0.38
H -0.98 -2.03 0.42
H 0.15 2.26 0.31
H 2.11 0.21 0.20
H 1.84 -1.25 -0.82
H 0.43 2.78 -0.14
H -0.88 1.09 -1.86
*
```

## Properties
Molar mass   88.1 u
LUMO   0.8 eV
E   -307.566178 a.u.
Largest force on an atom   0.0096 hartree/bohr
Relative energy (zero: lowest compared OMol25 entry of this formula, charge and spin)   3.9797 eV
Highest occupied orbital energy   -0.3225 hartree

Mulliken atomic charge list, values in e, 2 entries:
1. O -0.53
2. C -0.49